# C19H28F9N2O4P3Ti

C19H28F9N2O4P3Ti as an isolated structure in a non-equilibrium geometry (wB97M-V/def2-TZVPD, the Open Molecules 2025 dataset).

```
! wB97M-V def2-TZVPD RIJCOSX def2/J DEFGRID3
* xyz -1 2
Ti -0.57032 -1.25986 -0.07648
C -3.12628 -4.32566 0.32062
C -3.11089 -2.87642 -0.05662
O -2.06446 -2.22122 0.37696
C -4.09375 -2.25145 -0.74996
C -4.06569 -0.81658 -0.97983
C -5.34195 -0.07666 -1.28023
N -2.93146 -0.21648 -0.81795
N -2.91627 1.15876 -0.78946
C -1.79178 1.52841 -0.26519
O -0.87292 0.72747 0.18822
C -1.51313 2.98360 -0.15797
C -1.80932 3.84195 -1.21111
C -1.49665 5.19060 -1.11819
C -0.90160 5.69203 0.03210
C -0.62142 4.83918 1.09286
C -0.92158 3.49016 0.99523
H -2.25781 -4.81923 -0.11917
H -4.03829 -4.81874 -0.01372
H -3.03154 -4.41413 1.40415
H -4.97021 -2.81832 -1.03407
H -6.19421 -0.75459 -1.28031
H -5.27266 0.41590 -2.25129
H -5.50110 0.70783 -0.54126
H -2.27131 3.43158 -2.09909
H -1.71409 5.85289 -1.94729
H -0.65813 6.74492 0.10304
H -0.16776 5.22746 1.99647
H -0.70818 2.81024 1.80938
C 2.58743 -2.53409 -1.93398
P 2.81781 -1.33604 -0.60317
C 3.62755 -2.25591 0.73442
C 4.21978 -0.19612 -1.06919
C 4.21808 0.73662 0.14358
P 2.40642 0.95963 0.48153
C 1.98557 2.21307 -0.78008
C 2.38843 1.89287 2.05376
H 2.38132 -2.01006 -2.86493
H 1.71548 -3.14068 -1.68146
H 3.47171 -3.16482 -2.04217
H 4.65904 -2.49141 0.46300
H 3.06174 -3.16606 0.91431
H 3.60004 -1.68261 1.65937
H 3.95250 0.34082 -1.98119
H 5.16588 -0.71953 -1.24630
H 4.74840 1.67920 -0.01390
H 4.67324 0.23897 1.00299
H 2.51046 3.15442 -0.60359
H 0.91184 2.38419 -0.76889
H 2.24501 1.82849 -1.76697
H 2.92078 2.84467 1.99049
H 2.83042 1.26843 2.83097
H 1.35119 2.07016 2.33281
F -1.25660 -1.50653 -2.97929
C -0.45426 -0.69988 -2.23062
F 0.81587 -0.87548 -2.78240
F -0.76769 0.57187 -2.62417
O 1.16640 -2.07772 -0.15344
O 0.18254 -2.83539 -0.87659
F -0.12756 -0.94424 2.06615
P 0.11127 -2.10151 3.30120
F 0.24095 -0.87486 4.33308
F -1.47372 -2.12955 3.52664
F 0.36038 -3.18142 4.45546
F 1.70119 -1.98902 3.00428
F -0.01413 -3.24412 2.17844
*
```

Summary:
**Calculated total energy**: -106773.635 eV
**Relative energy (zero: lowest compared OMol25 entry of this formula, charge and spin)**: 220.22 kJ/mol
**E_HOMO (alpha / beta)**: -3.8 / -5.0 eV
**E_LUMO (alpha / beta)**: 2.716 / 2.234 eV

# C19H28I2N3OTi

C19H28I2N3OTi as an isolated structure in a non-equilibrium geometry (wB97M-V/def2-TZVPD, the Open Molecules 2025 dataset).

```
! wB97M-V def2-TZVPD RIJCOSX def2/J DEFGRID3
* xyz -2 2
C -2.98501 2.52713 -2.43984
I -3.62210 0.74231 0.55101
H -4.03349 2.60834 -2.12734
H -2.96334 2.28813 -3.48379
H -2.64351 3.41427 -1.85227
C 0.16777 -1.88402 -4.18946
C -0.90453 -0.75028 -2.57058
N 0.29366 -1.12898 -3.05228
H -1.64146 -2.38833 -5.30027
I -2.31243 -2.47347 0.29402
N -1.81761 -1.16607 -3.51192
H 0.97856 -2.34718 -4.68586
Ti -1.46042 -0.08392 -0.62822
C -1.75627 1.79398 -1.87883
O -0.61769 2.33828 -2.24170
C -1.16863 -1.89492 -4.48622
C -3.25577 -1.08658 -3.48061
H -3.65985 -1.60810 -2.62431
H -3.65050 -1.52711 -4.40575
H -3.55501 -0.04414 -3.43787
C 1.56233 -1.04971 -2.41102
H 2.34359 -0.83790 -3.14641
H 1.86339 -2.02332 -1.96239
H 1.58293 -0.30983 -1.63620
C -1.42770 2.65759 2.61440
C -0.07783 2.53841 1.97535
C 0.74600 3.80354 2.18983
C 0.70518 1.33730 2.49061
C 1.31794 1.29610 3.74051
C 2.09593 0.19862 4.15340
C 2.18884 -0.86922 3.27133
C 1.55577 -0.86445 2.01582
C 1.78196 -2.04041 1.04451
C 3.25846 -2.23489 0.82983
C 1.18992 -3.29222 1.59873
C 0.76326 0.23036 1.60743
N -0.03919 0.17633 0.51390
H -1.36680 2.86983 3.71273
H -2.04170 1.74855 2.48016
H -1.98536 3.48684 2.13001
H -0.19977 2.35910 0.90759
H 0.83006 4.03437 3.28102
H 1.76613 3.66947 1.76600
H 0.25344 4.64776 1.66394
H 1.28985 2.16802 4.36735
H 2.53389 0.16802 5.15853
H 2.76404 -1.72245 3.56597
H 1.28338 -1.71715 0.13211
H 3.76838 -2.52428 1.76695
H 3.43080 -3.01766 0.09539
H 3.77329 -1.34236 0.46790
H 0.09667 -3.23337 1.63130
H 1.43047 -4.11336 0.92483
H 1.57005 -3.52696 2.61070
*
```

Summary:
**Calculated total energy**: -65992.103 eV
**Relative energy (zero: lowest compared OMol25 entry of this formula, charge and spin)**: 0.00 kJ/mol
**E_HOMO (alpha / beta)**: 0.3 / -0.5 eV
**E_LUMO (alpha / beta)**: 4.701 / 4.695 eV

# C19H28IO2P2Tc

C19H28IO2P2Tc as an isolated structure in a non-equilibrium geometry (wB97M-V/def2-TZVPD, the Open Molecules 2025 dataset).

```
! wB97M-V def2-TZVPD RIJCOSX def2/J DEFGRID3
* xyz 3 4
C -0.50336 4.55969 -4.47599
C -0.54739 3.41055 -3.51331
H 0.37699 4.33973 -5.08822
H -0.46719 5.55246 -3.99281
H -1.38813 4.50316 -5.12830
O -0.22658 2.28918 -3.82468
I -1.21740 4.12154 -1.67646
Tc 0.02093 0.17230 0.31483
P -1.98113 0.05391 -0.76745
C -2.30590 -1.65788 -1.31249
C -3.20598 0.56704 0.47729
H -4.19471 0.16297 0.22603
H -3.71526 0.38542 -2.41697
H -3.24887 1.66509 0.46535
H -2.87843 1.93093 -2.02739
H -2.10222 -2.38391 -0.52148
H -2.90921 0.23743 1.48070
C -2.73840 0.85804 -2.22153
H -3.34792 -1.74013 -1.63840
H -2.07720 0.73778 -3.08678
H -1.64511 -1.87389 -2.16246
P 1.91441 1.31529 -0.27925
C 3.34317 0.20552 -0.06861
C 2.37309 2.14609 -1.84454
H 1.30570 2.94293 1.40470
H 2.67005 3.49982 0.40177
H 2.93623 2.28097 1.68053
C 2.23478 2.63296 0.91597
H 1.93935 3.15139 -1.89349
H 3.46756 2.22395 -1.90100
H 4.25874 0.72899 -0.38114
H 3.22059 -0.69694 -0.67787
H 1.99878 1.56813 -2.69531
H 3.43915 -0.09319 0.98235
C 0.64002 -1.20617 -0.79689
O 1.01927 -2.01444 -1.55604
C -0.80468 -4.90886 2.42678
C -1.74840 -4.01664 1.88192
C -1.51897 -2.64241 1.92881
C -0.29634 -2.12600 2.43014
C 0.18511 -0.79153 2.19092
C 1.12775 -0.27426 3.07783
C 2.03042 -1.16755 3.67420
C 1.80834 -2.53096 3.63985
C 0.63866 -3.05192 3.03231
C 0.35328 -4.43821 3.01758
H -0.99601 -5.97881 2.38342
H -2.65552 -4.37018 1.38648
H -2.29902 -1.93172 1.62355
H 1.19649 0.79050 3.22072
H 2.90656 -0.77815 4.18333
H 2.52343 -3.24175 4.04409
H 1.09048 -5.11825 3.45740
*
```

Summary:
**Calculated total energy**: -53097.714 eV
**Relative energy (zero: lowest compared OMol25 entry of this formula, charge and spin)**: 0.00 kJ/mol
**E_HOMO (alpha / beta)**: -17.5 / -17.5 eV
**E_LUMO (alpha / beta)**: -11.368 / -13.801 eV

# C19H28IrN3O2Sb2

C19H28IrN3O2Sb2 as an isolated structure (wB97M-V/def2-TZVPD, the Open Molecules 2025 dataset).

```
! wB97M-V def2-TZVPD RIJCOSX def2/J DEFGRID3
* xyz 3 2
Ir 1.19530 -0.25038 1.97817
C 2.49765 -2.84028 -0.49994
Sb 1.17271 -1.20957 -0.32654
C -0.68388 -1.93146 -1.03013
C 1.80300 0.23502 -1.80482
C 0.82808 0.36735 -2.92664
C 0.95254 -0.43515 -4.04293
C 0.04451 -0.35233 -5.10107
C -1.02910 0.53950 -5.06704
C -1.17800 1.35247 -3.97288
C -0.25652 1.30203 -2.88823
C -0.39011 2.25746 -1.87619
Sb -2.18778 1.66186 0.09922
C -3.98643 1.31874 -0.94095
C -2.71960 3.26594 1.37239
H 2.27181 -3.40668 -1.40196
H 2.38003 -3.47921 0.37354
H 3.51650 -2.46014 -0.55158
H -0.59641 -2.07353 -2.10661
H -1.49671 -1.23935 -0.81827
H -0.88805 -2.89228 -0.55957
H 2.77064 -0.12319 -2.15573
H 1.97417 1.16464 -1.26757
H 1.78393 -1.12612 -4.11606
H 0.18474 -0.98644 -5.96770
H -1.71750 0.60288 -5.89816
H -1.98472 2.07596 -3.94550
H -1.09375 3.07050 -2.03813
H 0.41184 2.47738 -1.18598
H -4.24666 2.23736 -1.46980
H -4.76636 1.08969 -0.21610
H -3.88046 0.50221 -1.65195
H -3.40269 3.91001 0.81853
H -1.84245 3.82511 1.68528
H -3.23547 2.84911 2.23663
O -2.62082 0.18605 1.46317
C -2.05083 -0.73100 2.13857
C -2.86092 -1.73337 2.91806
C -1.80338 -2.63714 3.56584
C -0.51918 -2.05735 3.05928
O 0.64379 -2.39207 3.20312
N -0.75644 -0.92240 2.25679
H -3.53559 -2.26082 2.24224
H -3.48802 -1.20261 3.63596
H -1.87955 -3.68620 3.27933
H -1.81226 -2.60863 4.65627
N 4.19324 -0.21514 2.51627
C 5.16345 0.59347 2.95976
C 4.64396 1.87091 3.02778
C 3.32828 1.74904 2.60437
N 3.04993 0.46892 2.29542
H 4.22837 -1.21461 2.39203
H 6.14425 0.21490 3.19905
H 5.15151 2.76412 3.34705
H 2.57538 2.51484 2.50388
*
```

Summary:
**Calculated total energy**: -44608.423 eV
**Relative energy (zero: lowest compared OMol25 entry of this formula, charge and spin)**: 20.58 kJ/mol
**E_HOMO (alpha / beta)**: -17.5 / -17.4 eV
**E_LUMO (alpha / beta)**: -10.843 / -10.848 eV